{"formula": "C6H16FN2", "method": "ωB97M-V with the def2-TZVPD basis set", "lumo_energy_ev": [-4.010, -3.281], "orbital_gap_ev": [8.35, 8.99], "e_homo_ev": [-12.36, -12.27], "total_charge": 1, "species": ["C", "C", "C", "C", "C", "C", "N", "N", "F", "H", "H", "H", "H", "H", "H", "H", "H", "H", "H", "H", "H", "H", "H", "H", "H"], "xyz": [[1.02346, -0.87315, -1.32410], [1.92961, 0.59198, 0.53556], [0.30039, -1.33702, 1.09430], [-2.72309, -0.73909, -0.81259], [0.69901, -0.23504, 0.00290], [-0.45234, 0.71013, -0.15902], [-0.30323, 1.88217, -0.93810], [-1.07416, 1.35174, 1.16062], [-3.38877, -0.18902, 0.24239], [0.92458, -1.96550, -1.20135], [1.97875, -0.54242, -1.76125], [0.21885, -0.36508, -2.11329], [2.18071, 1.26062, -0.24734], [2.84260, -0.12845, 0.66604], [1.79866, 1.01174, 1.58039], [0.05739, -0.82408, 1.98238], [-0.51124, -2.03722, 0.83908], [1.25649, -2.01340, 1.28410], [-3.33216, -0.56422, -1.73627], [-2.00198, -1.52495, -0.49269], [0.31008, 1.70690, -1.71592], [-1.15655, 2.33275, -1.12192], [-1.41672, 0.53875, 1.72048], [-0.35401, 1.81158, 1.72246], [-1.80214, 1.78691, 0.70008]], "mulliken_charge": [-1.339, -1.543, -1.857, -0.209, 1.816, -0.597, -0.462, -0.173, -0.246, 0.336, 0.388, 0.251, 0.447, 0.387, 0.353, 0.592, 0.333, 0.378, 0.357, 0.192, 0.279, 0.228, 0.363, 0.337, 0.388]}


{"formula": "C4H4NO", "method": "ωB97M-V with the def2-TZVPD basis set", "lumo_energy_ev": 4.319, "orbital_gap_ev": 7.45, "e_homo_ev": -3.13, "total_charge": -1, "species": ["C", "C", "C", "C", "N", "O", "H", "H", "H", "H"], "xyz": [[0.41220, 1.96070, -0.95013], [0.26605, 0.88632, -0.09161], [-0.84188, 1.08991, -1.01622], [0.24988, -1.51757, 0.80288], [0.82718, -0.26544, 0.60949], [2.02074, -0.13247, 1.07216], [-1.86636, 1.44788, -0.88449], [-1.05389, 0.29830, -1.76589], [-0.80584, -1.52940, 0.76585], [0.79192, -2.23822, 1.45798]], "mulliken_charge": [-0.865, 0.414, -0.608, -0.656, 0.539, -0.639, 0.191, 0.118, 0.256, 0.251]}


{"formula": "C6H12O", "method": "ωB97M-V with the def2-TZVPD basis set", "lumo_energy_ev": 1.138, "orbital_gap_ev": 10.54, "e_homo_ev": -9.40, "smiles": "OC1C=C1.[H][H].C=CC", "species": ["O", "C", "C", "C", "H", "H", "H", "H", "H", "H", "C", "C", "C", "H", "H", "H", "H", "H", "H"], "xyz": [[-0.46401, -1.42223, 0.77679], [0.61015, -2.09963, 0.17847], [1.29645, -1.58857, -1.03213], [1.96904, -1.51460, 0.08344], [-0.34464, -0.47194, 0.61679], [0.45743, -3.16682, 0.34220], [1.24478, -1.37976, -2.09226], [2.86705, -1.20420, 0.59937], [0.54330, 0.10718, 3.34781], [0.30494, -0.35977, 2.81753], [-0.40998, 1.95615, 0.55689], [-0.40554, 1.53655, -0.70777], [-1.61159, 1.05027, -1.45662], [0.49875, 2.28866, 1.05178], [-1.32773, 1.98620, 1.14198], [0.53892, 1.52429, -1.25402], [-1.77985, 1.65084, -2.35839], [-2.51149, 1.09779, -0.83568], [-1.47599, 0.00960, -1.77618]], "mulliken_charge": [-0.460, -0.236, -0.349, -0.282, 0.180, 0.411, 0.373, 0.337, 0.235, -0.247, -0.739, -0.029, -0.901, 0.274, 0.256, 0.319, 0.341, 0.267, 0.251]}


{"formula": "C17H24N6O3", "method": "ωB97M-V with the def2-TZVPD basis set", "lumo_energy_ev": 0.397, "orbital_gap_ev": 8.57, "e_homo_ev": -8.17, "smiles": "[H]/N=C(/N)NCCC[C@H](N)C(=O)N[C@@H](Cc1c[nH]c2ccccc12)C(=O)O", "species": ["H", "N", "C", "N", "N", "C", "C", "C", "C", "N", "C", "O", "N", "C", "C", "C", "C", "N", "C", "C", "C", "C", "C", "C", "C", "O", "O", "H", "H", "H", "H", "H", "H", "H", "H", "H", "H", "H", "H", "H", "H", "H", "H", "H", "H", "H", "H", "H", "H", "H"], "xyz": [[5.58929, -0.99788, -1.50748], [6.53528, -0.59760, -1.52707], [6.52136, 0.60519, -1.09289], [7.66512, 1.41042, -1.16271], [5.45984, 1.28703, -0.51609], [4.15141, 0.69952, -0.32388], [4.07840, -0.25229, 0.87708], [2.77968, -1.05521, 0.92568], [1.50759, -0.21937, 0.94173], [1.58109, 0.76820, 1.98922], [0.31921, -1.15686, 1.14696], [0.07623, -1.62960, 2.24813], [-0.41645, -1.43049, 0.04987], [-1.65417, -2.17781, 0.08886], [-2.68557, -1.58994, 1.07209], [-2.85597, -0.09904, 0.98979], [-2.30117, 0.81742, 1.85458], [-2.61511, 2.09746, 1.47466], [-3.45556, 2.04667, 0.37654], [-4.05622, 3.07558, -0.35298], [-4.79871, 2.71684, -1.45762], [-4.98014, 1.36244, -1.80986], [-4.39215, 0.34833, -1.07401], [-3.62892, 0.68600, 0.05097], [-2.21425, -2.22950, -1.31776], [-1.75908, -1.60201, -2.24380], [-3.29208, -3.00862, -1.49893], [7.87662, 1.86960, -0.28815], [8.45732, 0.87481, -1.49486], [5.45659, 2.28323, -0.70101], [3.43167, 1.48910, -0.13015], [3.83904, 0.17842, -1.23831], [4.93104, -0.93227, 0.86181], [4.17454, 0.34425, 1.79484], [2.78476, -1.69152, 1.82495], [2.72926, -1.69729, 0.04669], [1.38412, 0.30572, -0.01524], [1.48799, 0.25803, 2.87931], [0.77225, 1.38535, 1.93605], [-0.24066, -0.97621, -0.83375], [-1.44209, -3.20239, 0.44830], [-3.66151, -2.09976, 0.92990], [-2.33093, -1.83320, 2.07398], [-1.68176, 0.65066, 2.74078], [-2.39865, 2.94607, 1.96927], [-3.93169, 4.10690, -0.04349], [-5.27313, 3.47696, -2.06864], [-5.57236, 1.14518, -2.68866], [-4.54695, -0.69377, -1.37974], [-3.51263, -3.48104, -0.68652]], "mulliken_charge": [0.289, -0.797, 0.502, -0.531, -0.213, -1.019, -0.458, -0.982, 0.405, -0.662, -0.025, -0.680, -0.006, -0.150, -1.289, 0.877, -1.012, -0.025, -0.544, -0.929, -0.417, -0.899, -0.201, 1.128, 0.330, -0.577, -0.488, 0.236, 0.283, 0.284, 0.446, 0.275, 0.474, 0.239, 0.343, 0.353, 0.346, 0.354, 0.257, 0.328, 0.274, 0.705, 0.458, 0.583, 0.203, 0.372, 0.371, 0.398, 0.401, 0.388]}


{"formula": "ClH2NO2Si", "method": "ωB97M-V with the def2-TZVPD basis set", "lumo_energy_ev": -0.277, "orbital_gap_ev": 10.68, "e_homo_ev": -10.95, "smiles": "O=[N+]([O-])[SiH2]Cl", "species": ["O", "N", "O", "Si", "Cl", "H", "H"], "xyz": [[0.95617, -1.64220, 0.31003], [0.86394, -0.53210, -0.09244], [1.64501, 0.10024, -0.78749], [-0.73150, 0.22256, 0.02139], [-0.35680, 2.22550, 0.48094], [-1.45229, 0.06948, -1.27633], [-0.92454, -0.44348, 1.34390]], "mulliken_charge": [-0.542, 0.867, -0.532, 0.464, -0.197, -0.036, -0.025]}


{"formula": "CHF3N2OS", "method": "ωB97M-V with the def2-TZVPD basis set", "lumo_energy_ev": [-1.210, -1.211], "orbital_gap_ev": [8.88, 8.88], "e_homo_ev": [-10.09, -10.09], "smiles": "[O-][N+](=S)NC(F)(F)F", "species": ["O", "N", "S", "N", "C", "F", "F", "F", "H"], "xyz": [[1.10368, 1.68590, -0.21737], [1.40074, 0.48520, -0.08995], [2.82450, -0.18020, 0.12638], [0.32382, -0.41345, -0.05711], [-1.15726, -0.13042, 0.04885], [-1.55341, 0.86818, -0.76476], [-1.61738, 0.27912, 1.23856], [-1.91646, -1.15048, -0.28554], [0.59178, -1.44385, 0.00093]], "mulliken_charge": [-0.522, 0.628, -0.150, -0.303, 0.744, -0.227, -0.244, -0.230, 0.305]}


E, record by record: -447.1653; -284.5925; -310.8911; -1216.5347; -956.0525; -921.1300 a.u.
Energy above the lowest of the compared OMol25 structures with the same formula, charge and spin, record by record: 4.6850; 2.3915; 4.5766; 0.0000; 0.7496; 2.7400 eV